Entry 1:
29
Properties=species:S:1:pos:R:3:forces:R:3 method="wB97M-V/def2-TZVPD" homo_lumo_gap_ev=9.337 total_charge=+2
K -3.2307 -2.3443 2.2471 0.0 -0.1 -0.3
K 3.2687 3.1978 -0.8188 -0.1 -0.5 -0.1
K 1.3687 1.5694 5.0142 0.1 -0.2 -0.3
C -0.4576 0.0819 0.6185 0.6 0.1 2.2
F -1.1785 -0.8460 1.3575 0.0 0.3 0.0
F -0.6123 -0.2018 -0.5999 -0.4 -0.8 -3.1
F -0.9737 1.2712 0.8425 -0.4 0.8 0.6
S 1.3087 -0.0443 1.0929 0.0 -0.8 2.0
O 1.6563 -1.3049 0.5393 0.2 -1.0 -0.3
O 1.9886 1.0546 0.4824 0.2 1.7 -0.4
O 1.2655 -0.0008 2.5693 -0.1 0.4 -0.5
O -3.5142 1.7009 -1.7917 -0.8 0.3 0.1
H -4.1514 1.9579 -1.0987 0.3 0.0 -0.5
H -3.9723 1.9108 -2.6306 0.3 -0.1 0.5
O -3.6330 -1.1556 -1.8289 -0.2 0.8 0.8
H -3.6815 -0.1736 -1.6696 0.4 -1.1 -0.4
H -2.8327 -1.4717 -1.3895 0.0 0.2 -0.4
O 0.1564 -3.2379 -1.1864 0.1 0.1 0.3
H 0.5693 -2.3641 -1.1212 0.0 -0.4 0.1
H 0.7772 -3.8216 -0.7229 -0.2 0.2 -0.2
O -0.1832 4.6000 -1.4335 0.2 -0.9 -0.1
H 0.2168 4.4852 -2.3086 -0.4 0.2 0.1
H -0.7600 3.8173 -1.3309 0.3 0.6 -0.1
O 3.8032 0.4541 -1.8717 -0.5 -0.1 0.3
H 3.4584 -0.0491 -2.6259 0.2 0.2 0.2
H 3.4992 -0.0444 -1.0887 0.1 0.2 -0.5
O 2.2816 -3.2025 3.5264 -0.2 0.3 0.1
H 1.4375 -3.5893 3.7929 0.2 0.1 -0.1
H 2.1249 -2.2493 3.4344 -0.1 -0.4 -0.1

---

Entry 2:
18
Properties=species:S:1:pos:R:3:forces:R:3 method="wB97M-V/def2-TZVPD" relative_energy_kj_mol=948.5 homo_lumo_gap_ev=2.860 total_charge=0
N -2.7235 0.8929 -0.3763 3.1 -0.5 0.5
C -2.6389 -0.6204 -0.3747 -0.7 -0.8 -0.1
N -1.3068 -1.2453 -0.1494 -1.8 2.9 -1.2
H -2.2228 1.3456 0.4724 -1.1 -1.1 -1.5
H -2.1009 1.1716 -1.1637 -0.7 0.3 0.5
H -3.4560 -0.9710 0.2568 0.5 -0.1 0.7
H -2.9863 -0.9948 -1.3412 0.4 0.5 -0.5
H 1.2964 -2.4984 -0.4160 -0.1 0.0 0.3
H -1.4003 -1.5813 0.7779 0.4 -0.9 1.6
H -0.2188 0.9938 0.3671 1.0 2.1 -0.6
H 0.8369 -2.6482 0.1580 0.2 -0.1 -0.3
O 0.0638 1.9439 0.1357 -4.5 -2.4 -0.3
H 0.9471 1.9479 0.3687 3.8 0.1 0.9
H 3.2712 1.4474 1.6414 -0.5 0.1 -1.0
O 2.7915 1.4961 0.7810 0.5 0.0 0.8
H 3.3349 -0.6305 -1.1539 -0.1 0.2 -1.5
H 3.0950 0.4989 0.2406 -0.4 0.1 0.0
O 3.4174 -0.5480 -0.2243 0.2 -0.5 1.5

---

| no. | DFT total energy (eV) |
| --- | --- |
| 1 | -87612.1097 |
| 2 | -10344.9320 |